[1]
{
  "formula": "C40H44GaN3O4S4Se",
  "method": "wB97M-V/def2-TZVPD",
  "species": ["Ga", "C", "O", "C", "C", "C", "C", "C", "C", "N", "C", "N", "C", "C", "C", "C", "C", "C", "O", "C", "N", "C", "C", "C", "C", "C", "C", "O", "C", "H", "H", "H", "H", "H", "H", "H", "H", "H", "H", "H", "H", "H", "H", "H", "H", "H", "H", "H", "H", "H", "H", "C", "C", "S", "C", "C", "S", "C", "C", "S", "H", "H", "H", "H", "H", "H", "H", "H", "H", "H", "H", "H", "Se", "O", "S", "C", "C", "C", "C", "C", "C", "C", "C", "C", "C", "C", "C", "H", "H", "H", "H", "H", "H", "H", "H", "H", "H"],
  "coordinates": [[-1.044, 2.312, -0.508], [2.650, -2.492, 2.745], [2.776, -1.466, 1.779], [3.899, -0.711, 1.805], [4.945, -0.898, 2.701], [6.090, -0.119, 2.626], [6.206, 0.857, 1.651], [5.158, 1.064, 0.769], [3.998, 0.306, 0.840], [2.966, 0.542, -0.104], [1.694, 0.991, 0.156], [1.351, 1.079, 1.447], [0.120, 1.349, 2.074], [-1.063, 1.655, 1.408], [-2.187, 1.908, 2.196], [-2.162, 1.799, 3.575], [-0.975, 1.484, 4.221], [0.164, 1.281, 3.472], [1.381, 0.975, 4.067], [2.024, 2.097, 4.661], [0.915, 1.354, -0.835], [1.417, 1.144, -2.161], [1.191, -0.113, -2.731], [1.573, -0.422, -4.020], [2.195, 0.554, -4.787], [2.467, 1.786, -4.233], [2.121, 2.101, -2.913], [2.613, 3.299, -2.520], [2.301, 3.908, -1.272], [1.713, -2.994, 2.516], [2.605, -2.079, 3.757], [3.470, -3.212, 2.675], [4.880, -1.666, 3.458], [6.895, -0.287, 3.329], [7.101, 1.459, 1.582], [5.231, 1.830, 0.006], [3.272, 0.710, -1.050], [2.043, 0.774, 2.115], [-3.107, 2.196, 1.697], [-3.057, 1.979, 4.158], [-0.929, 1.395, 5.299], [1.425, 2.517, 5.472], [2.214, 2.882, 3.922], [2.972, 1.736, 5.054], [0.721, -0.876, -2.122], [1.386, -1.411, -4.416], [2.479, 0.350, -5.812], [2.981, 2.552, -4.798], [2.783, 4.883, -1.299], [2.706, 3.341, -0.428], [1.230, 4.060, -1.147], [-2.816, -0.139, -4.706], [-1.870, 1.000, -5.050], [-1.551, 2.229, -3.748], [-3.077, 3.201, -3.724], [-4.294, 2.610, -3.017], [-4.035, 1.877, -1.362], [-4.042, 0.082, -1.678], [-2.660, -0.589, -1.758], [-2.273, -1.303, -3.416], [-2.904, -0.794, -5.576], [-3.813, 0.224, -4.463], [-2.266, 1.545, -5.910], [-0.882, 0.615, -5.300], [-3.341, 3.448, -4.756], [-2.768, 4.109, -3.208], [-4.807, 1.859, -3.618], [-4.994, 3.423, -2.820], [-4.638, -0.108, -2.567], [-4.584, -0.328, -0.825], [-2.675, -1.513, -1.170], [-0.907, -0.252, -0.918], [-1.358, 4.522, -0.749], [-1.662, 0.252, -1.254], [-0.452, -1.664, 1.010], [-0.479, -3.271, 0.242], [0.698, -3.685, -0.376], [0.743, -4.906, -1.028], [-0.384, -5.713, -1.077], [-1.555, -5.299, -0.460], [-1.608, -4.082, 0.204], [-1.777, -1.766, 2.203], [-3.078, -1.439, 1.847], [-4.096, -1.550, 2.782], [-3.806, -1.953, 4.077], [-2.500, -2.249, 4.438], [-1.481, -2.162, 3.500], [1.571, -3.041, -0.336], [1.664, -5.233, -1.495], [-0.349, -6.665, -1.589], [-2.439, -5.922, -0.498], [-2.521, -3.769, 0.692], [-3.289, -1.086, 0.846], [-5.114, -1.309, 2.504], [-4.599, -2.031, 4.809], [-2.271, -2.546, 5.453], [-0.460, -2.391, 3.773]],
  "e_tot_ha": -7934.85777,
  "homo_ev": -6.40
}



[2]
{
  "formula": "C5H4F3N2",
  "method": "wB97M-V/def2-TZVPD",
  "species": ["C", "C", "C", "C", "C", "N", "N", "F", "F", "F", "H", "H", "H", "H"],
  "coordinates": [[-2.691, -2.442, 3.881], [-0.838, -0.906, 1.111], [-0.723, -1.815, 2.119], [0.286, -0.364, 0.429], [1.414, 0.988, -1.069], [0.234, 0.314, -0.628], [-1.908, -2.164, 3.085], [-1.999, -0.517, 0.590], [0.349, -2.354, 2.581], [1.483, -0.445, 1.068], [-3.511, -2.773, 4.612], [1.948, 0.346, -1.772], [2.266, 1.053, -0.384], [1.083, 1.989, -1.340]],
  "e_tot_ha": -601.60658,
  "de_lowest_kcal_mol": 6.1,
  "homo_ev": -14.15,
  "charge": 1
}



[3]
{
  "formula": "C18H26N2OS",
  "method": "wB97M-V/def2-TZVPD",
  "species": ["C", "C", "C", "C", "C", "C", "C", "H", "C", "H", "H", "S", "C", "C", "O", "N", "N", "C", "C", "H", "H", "C", "C", "C", "C", "C", "H", "H", "H", "H", "H", "H", "H", "H", "H", "H", "H", "H", "H", "H", "C", "H", "H", "H", "H", "H", "H", "H"],
  "coordinates": [[1.952, 2.414, -1.186], [1.126, 1.338, -1.825], [1.709, 0.155, -2.261], [0.956, -0.835, -2.877], [-0.405, -0.627, -3.063], [-1.008, 0.542, -2.626], [-0.237, 1.517, -2.007], [-0.716, 2.419, -1.654], [-2.479, 0.757, -2.793], [-2.969, -0.103, -3.247], [-2.678, 1.647, -3.392], [-3.305, 1.093, -1.191], [-3.608, -0.599, -0.582], [-2.427, -1.511, -0.790], [-2.441, -2.450, -1.560], [-1.325, -1.229, -0.051], [-1.285, -0.174, 0.789], [-0.218, 0.221, 1.350], [-0.359, 1.409, 2.259], [-0.245, 2.311, 1.649], [-1.374, 1.423, 2.657], [0.668, 1.444, 3.388], [0.591, 0.234, 4.320], [0.502, -1.113, 3.600], [1.487, -1.274, 2.441], [1.155, -0.380, 1.222], [1.871, 0.437, 1.144], [1.241, -0.958, 0.299], [1.466, -2.320, 2.129], [2.498, -1.060, 2.792], [0.693, -1.904, 4.330], [-0.513, -1.260, 3.227], [1.475, 0.243, 4.963], [-0.284, 0.331, 4.967], [1.673, 1.515, 2.970], [0.504, 2.349, 3.977], [-0.499, -1.797, -0.238], [-3.813, -0.477, 0.480], [-4.474, -1.008, -1.103], [-1.000, -1.396, -3.534], [1.591, -2.110, -3.344], [2.528, -2.296, -2.824], [0.920, -2.952, -3.183], [1.802, -2.052, -4.412], [2.770, 0.001, -2.115], [2.895, 2.018, -0.816], [1.412, 2.880, -0.365], [2.177, 3.190, -1.918]],
  "e_tot_ha": -1284.43195,
  "de_lowest_kcal_mol": 12.3,
  "homo_ev": -8.29
}



[4]
{
  "formula": "C3HgLi2O3",
  "method": "wB97M-V/def2-TZVPD",
  "species": ["O", "C", "O", "Hg", "Li", "C", "C", "O", "Li"],
  "coordinates": [[-1.340, 0.092, -2.125], [-0.402, -0.311, -1.512], [0.154, -1.249, -1.031], [1.251, -1.480, 0.860], [-1.735, 2.082, -1.382], [-0.045, 1.529, -0.287], [0.133, 1.296, 0.923], [0.618, 0.633, 1.894], [0.579, 0.856, 3.671]],
  "multiplicity": 2,
  "e_tot_ha": -508.22220,
  "de_lowest_kcal_mol": 41.6,
  "homo_ev": [-11.71, -11.62],
  "charge": 1
}



[5]
{
  "formula": "C9H24O17P2S3Zr",
  "method": "wB97M-V/def2-TZVPD",
  "species": ["Zr", "P", "O", "O", "O", "O", "P", "O", "O", "O", "O", "O", "S", "O", "O", "C", "C", "C", "H", "H", "H", "H", "H", "H", "H", "H", "O", "S", "O", "O", "C", "C", "C", "H", "H", "H", "H", "H", "H", "H", "H", "O", "S", "O", "O", "C", "C", "C", "H", "H", "H", "H", "H", "H", "H", "H"],
  "coordinates": [[1.031, 1.405, 0.441], [2.456, 3.840, -1.608], [3.106, 2.515, -1.164], [1.900, 4.064, -0.154], [1.209, 2.963, -1.953], [3.050, 4.848, -2.576], [1.259, -0.055, 3.559], [0.833, 1.407, 3.284], [0.390, -0.558, 2.394], [1.382, -0.649, 4.959], [2.423, 0.039, 2.542], [-1.987, -1.245, -1.333], [-2.994, -2.293, -1.511], [-3.868, -2.228, -2.670], [-2.152, -3.726, -1.586], [-2.968, -4.804, -2.006], [-2.476, -5.285, -3.323], [-3.990, -2.561, 0.004], [-4.051, -4.676, -1.978], [-2.733, -5.552, -1.250], [-2.927, -6.245, -3.574], [-1.406, -5.486, -3.271], [-2.870, -4.689, -4.147], [-4.838, -3.208, -0.219], [-4.259, -1.622, 0.488], [-3.311, -3.077, 0.682], [3.164, -3.171, -3.283], [3.240, -2.959, -1.852], [2.350, -1.980, -1.165], [2.985, -4.450, -1.118], [2.578, -4.545, 0.235], [3.145, -5.858, 0.759], [4.935, -2.693, -1.350], [1.490, -4.618, 0.228], [2.992, -3.828, 0.944], [4.200, -5.965, 0.505], [2.611, -6.756, 0.449], [3.293, -5.881, 1.838], [5.563, -3.266, -2.032], [5.058, -2.879, -0.283], [5.114, -1.639, -1.561], [-1.737, 4.029, 0.875], [-2.606, 5.221, 0.723], [-4.056, 5.115, 0.371], [-2.431, 6.275, 2.045], [-1.142, 6.508, 2.714], [-1.162, 7.753, 3.528], [-1.894, 6.304, -0.586], [-0.340, 6.672, 1.995], [-0.880, 5.645, 3.325], [-1.841, 7.620, 4.370], [-1.515, 8.582, 2.915], [-0.162, 7.983, 3.898], [-2.536, 7.153, -0.825], [-1.648, 5.762, -1.499], [-0.976, 6.744, -0.197]],
  "e_tot_ha": -3560.50073,
  "de_lowest_kcal_mol": 409.8,
  "homo_ev": -0.95,
  "charge": -2
}



[6]
{
  "formula": "C6H13NOS2",
  "method": "wB97M-V/def2-TZVPD",
  "species": ["C", "C", "C", "C", "C", "C", "N", "O", "S", "S", "H", "H", "H", "H", "H", "H", "H", "H", "H", "H", "H", "H", "H"],
  "coordinates": [[1.335, 0.962, -1.629], [1.238, -0.188, -0.552], [0.546, 2.164, -1.079], [-0.065, -0.514, -0.012], [-0.470, -0.451, 1.420], [0.057, -1.601, 2.337], [-0.889, 2.021, -0.801], [-0.694, -2.724, 2.048], [-1.089, -1.131, -1.245], [-1.863, 1.477, -1.976], [2.459, 1.189, -1.889], [0.956, 0.540, -2.464], [1.577, -1.127, -1.072], [2.074, -0.102, 0.223], [0.949, 2.373, -0.151], [0.558, 3.065, -1.691], [-1.561, -0.526, 1.712], [-0.032, 0.439, 1.878], [1.083, -1.650, 2.132], [-0.074, -1.337, 3.416], [-0.639, -3.080, 1.107], [-2.302, -1.520, -0.460], [-3.155, 1.723, -1.252]],
  "e_tot_ha": -1162.59674,
  "de_lowest_kcal_mol": 143.8,
  "homo_ev": [-7.37, -6.81]
}



[7]
{
  "formula": "C4H11NO",
  "method": "wB97M-V/def2-TZVPD",
  "species": ["C", "C", "C", "C", "N", "H", "H", "H", "H", "H", "H", "H", "H", "H", "H", "H", "O"],
  "coordinates": [[1.121, -0.984, 1.039], [-0.354, -1.257, 1.353], [-1.237, -0.816, 0.217], [-2.090, 0.206, 0.265], [1.582, -1.597, -0.192], [1.255, 0.097, 0.915], [1.706, -1.215, 1.930], [-0.503, -2.294, 1.666], [-0.645, -0.641, 2.210], [-0.967, -1.216, -0.763], [-2.491, 0.478, 1.230], [-2.517, 0.541, -0.674], [1.733, -0.973, -0.965], [2.376, -2.210, -0.135], [0.666, 4.507, -2.213], [0.078, 3.224, -2.863], [0.286, 4.150, -3.021]],
  "e_tot_ha": -288.95444,
  "de_lowest_kcal_mol": 39.3,
  "homo_ev": -9.19
}



[8]
{
  "formula": "C21H23N3O3S",
  "method": "wB97M-V/def2-TZVPD",
  "species": ["C", "N", "C", "C", "C", "C", "C", "O", "O", "C", "C", "C", "C", "C", "N", "C", "H", "H", "H", "H", "H", "C", "O", "N", "H", "C", "C", "C", "C", "C", "C", "H", "H", "H", "H", "H", "H", "H", "H", "H", "H", "H", "H", "S", "C", "C", "H", "H", "H", "H", "H"],
  "coordinates": [[3.363, -0.673, -1.272], [2.578, -1.390, -0.303], [3.083, -2.274, 0.586], [2.037, -2.741, 1.402], [0.865, -2.111, 1.000], [1.224, -1.275, -0.058], [0.331, -0.419, -0.809], [0.628, 0.240, -1.795], [-0.899, -0.426, -0.280], [-1.923, 0.335, -0.929], [-3.254, -0.283, -0.626], [-4.261, -0.325, -1.581], [-5.487, -0.869, -1.235], [-5.652, -1.351, 0.055], [-4.699, -1.312, 0.970], [-3.537, -0.784, 0.641], [-2.786, -0.760, 1.419], [-6.589, -1.788, 0.374], [-6.294, -0.916, -1.949], [-4.089, 0.063, -2.575], [-1.729, 0.349, -2.011], [-1.877, 1.799, -0.396], [-2.713, 2.245, 0.357], [-0.827, 2.476, -0.875], [-0.151, 1.988, -1.451], [-0.458, 3.796, -0.395], [0.464, 3.678, 0.822], [1.748, 2.914, 0.484], [2.253, 3.237, -0.931], [1.745, 4.599, -1.389], [0.219, 4.595, -1.519], [-0.067, 4.156, -2.477], [-0.146, 5.623, -1.510], [2.057, 5.357, -0.669], [2.189, 4.860, -2.352], [1.915, 2.475, -1.636], [3.345, 3.226, -0.946], [2.510, 3.173, 1.222], [1.571, 1.839, 0.570], [0.702, 4.685, 1.166], [-0.070, 3.170, 1.627], [-1.395, 4.275, -0.090], [-0.123, -2.228, 1.393], [2.614, -3.891, 2.559], [4.223, -3.717, 1.930], [4.338, -2.841, 0.899], [5.264, -2.618, 0.401], [5.006, -4.294, 2.381], [2.706, -0.252, -2.029], [3.917, 0.137, -0.791], [4.072, -1.355, -1.741]],
  "e_tot_ha": -1602.24137,
  "de_lowest_kcal_mol": 19.6,
  "homo_ev": -8.33
}